{"formula": "C36H40BrInN8O4S", "method": "ωB97M-V with the def2-TZVPD basis set", "e_lumo_ev": -4.8, "homo_lumo_gap_ev": 7.80, "homo_energy_ev": -12.6, "total_charge": 2, "elements": ["In", "N", "C", "C", "N", "C", "C", "N", "H", "H", "H", "H", "H", "H", "H", "H", "H", "H", "H", "H", "H", "C", "O", "C", "C", "C", "Br", "C", "C", "C", "O", "C", "N", "C", "C", "C", "C", "C", "C", "N", "H", "H", "H", "H", "H", "H", "H", "H", "H", "H", "H", "O", "S", "C", "C", "C", "C", "C", "C", "C", "C", "C", "C", "C", "C", "C", "C", "H", "H", "H", "H", "H", "H", "H", "H", "H", "H", "H", "H", "H", "H", "N", "C", "O", "C", "C", "N", "C", "N", "H", "H"], "positions_angstrom": [[-0.31888, -0.45680, 0.04812], [-2.56116, -0.61309, 0.41044], [-2.90960, -0.23593, 1.78985], [-2.09122, -1.06257, 2.78113], [-0.69348, -1.16248, 2.35080], [0.31462, -0.52883, 3.19970], [0.44147, 0.94070, 2.82109], [0.80449, 1.03519, 1.40342], [-2.96280, 0.05108, -0.24667], [-2.92174, -1.53189, 0.16343], [-3.97797, -0.36170, 1.98297], [-2.66493, 0.82099, 1.88199], [-2.50806, -2.06853, 2.87928], [-2.15773, -0.59576, 3.76790], [-0.43287, -2.12433, 2.16965], [1.26638, -1.03311, 3.01514], [0.07953, -0.63660, 4.26383], [1.17209, 1.44259, 3.46273], [-0.51891, 1.43816, 2.95402], [1.79630, 0.85691, 1.26587], [0.58230, 1.93820, 1.00220], [3.64709, 0.19396, -0.40732], [2.65010, -0.71231, 0.06440], [2.91833, -2.05333, -0.05059], [4.17648, -2.57415, -0.25383], [4.35858, -3.95859, -0.36042], [6.09476, -4.63871, -0.61884], [3.28222, -4.80286, -0.30144], [1.99323, -4.27424, -0.11327], [1.78300, -2.89498, 0.06123], [0.58899, -2.42022, 0.31420], [0.85175, -5.15691, -0.20467], [-0.41188, -4.76356, -0.40285], [-1.22802, -5.87764, -0.54573], [-2.58969, -6.00748, -0.78156], [-3.08159, -7.29593, -0.85807], [-2.24965, -8.41397, -0.70273], [-0.89430, -8.28613, -0.47030], [-0.40204, -6.99123, -0.39810], [0.88092, -6.49865, -0.18672], [4.52094, 0.18636, 0.24647], [3.18635, 1.17945, -0.40280], [3.94075, -0.06424, -1.42806], [5.03808, -1.93228, -0.33032], [3.43774, -5.86134, -0.43966], [-0.62411, -3.76842, -0.49710], [-3.23271, -5.14975, -0.90734], [-4.13387, -7.44837, -1.04366], [-2.68031, -9.40092, -0.76862], [-0.25700, -9.14795, -0.35374], [1.70805, -7.05636, -0.03895], [-1.49869, 2.18759, 0.19417], [-2.00180, 3.61574, 0.26086], [-1.13733, 4.50897, -1.06751], [0.20335, 3.94528, -1.39420], [1.36882, 4.56502, -1.13898], [2.61267, 4.14883, -1.76660], [2.64756, 3.17451, -2.68847], [1.47057, 2.33141, -2.94071], [0.21214, 2.70997, -2.18910], [-1.16358, 4.37907, 1.67948], [-1.61670, 5.79819, 1.85062], [-2.94227, 6.07977, 2.16397], [-3.36249, 7.39211, 2.29685], [-2.46124, 8.43245, 2.12077], [-1.13723, 8.15817, 1.81683], [-0.71792, 6.84414, 1.67917], [-1.11462, 5.55122, -0.75368], [-1.80146, 4.42911, -1.92964], [1.37675, 5.48980, -0.57882], [3.49266, 4.74716, -1.58282], [3.52846, 3.01319, -3.29280], [1.36263, 1.87760, -3.91678], [-0.72689, 2.43669, -2.66119], [-0.08540, 4.31412, 1.51827], [-1.44068, 3.75204, 2.52806], [-3.64868, 5.27266, 2.30620], [-4.39240, 7.60438, 2.54099], [-2.79034, 9.45489, 2.22698], [-0.43056, 8.96466, 1.69117], [0.31985, 6.63338, 1.45882], [-0.28164, -2.68376, -3.68728], [-0.36000, -1.79291, -2.70127], [-1.12542, -1.95130, -1.73691], [0.48951, -0.58089, -2.81964], [0.41727, 0.33406, -1.83043], [1.02779, 1.56227, -1.77336], [1.31121, -0.47336, -3.98289], [1.99560, -0.44844, -4.90419], [0.30867, -2.53330, -4.49326], [-0.91814, -3.46588, -3.68922]]}



{"formula": "C36H40CaOP2", "method": "ωB97M-V with the def2-TZVPD basis set", "e_lumo_ev": 0.2, "homo_lumo_gap_ev": 6.29, "homo_energy_ev": -6.1, "total_charge": 0, "elements": ["Ca", "C", "C", "C", "C", "C", "C", "C", "C", "C", "H", "H", "H", "H", "H", "H", "H", "H", "H", "H", "H", "H", "H", "H", "H", "P", "P", "C", "C", "C", "C", "C", "C", "C", "C", "C", "C", "C", "C", "C", "C", "C", "C", "C", "C", "C", "C", "C", "C", "C", "C", "C", "C", "H", "H", "H", "H", "H", "H", "H", "H", "H", "H", "H", "H", "H", "H", "H", "H", "H", "H", "H", "H", "H", "H", "C", "O", "H", "H", "H"], "positions_angstrom": [[0.00000, 0.00000, 0.00000], [-2.05420, -0.08040, 0.85750], [-2.16290, -0.40240, -0.49140], [-2.65060, 0.54410, -1.57590], [-1.50360, 1.30310, -2.28690], [-0.37380, 1.71600, -1.36980], [-0.50260, 2.19730, -0.07110], [-1.82370, 2.46770, 0.62980], [-2.32180, 1.27260, 1.47850], [2.05660, 0.26300, -0.12950], [-2.00830, -0.90670, 1.56450], [-2.16310, -1.45940, -0.74740], [-3.36960, 1.25080, -1.15250], [-3.19720, -0.03680, -2.32610], [-1.07580, 0.65280, -3.05750], [-1.90860, 2.18150, -2.81220], [0.58410, 1.86740, -1.86410], [0.37460, 2.66370, 0.37110], [-2.58010, 2.75310, -0.10650], [-1.69770, 3.33180, 1.29060], [-1.81200, 1.29220, 2.44780], [-3.39570, 1.38890, 1.69050], [2.56900, -0.18280, 0.72910], [2.32630, 1.32510, -0.19350], [2.41830, -0.24170, -1.03500], [0.12420, -2.53770, -9.45850], [2.25330, 0.55010, -9.72310], [-0.23720, -0.86990, -10.07660], [0.49180, 0.26470, -10.05480], [-0.80590, -3.66760, -10.55500], [-1.97450, -3.29370, -11.23350], [-2.62270, -4.20230, -12.06930], [-2.11810, -5.49400, -12.22570], [-0.96000, -5.87710, -11.54650], [-0.30290, -4.96560, -10.72320], [-0.91680, -2.50550, -7.93790], [-0.52120, -1.65660, -6.89130], [-1.24300, -1.60870, -5.70100], [-2.35890, -2.42980, -5.52520], [-2.74530, -3.29340, -6.54940], [-2.03310, -3.33020, -7.74930], [2.71830, 1.32590, -11.32910], [2.71900, 0.51050, -12.47280], [3.09100, 1.02350, -13.71320], [3.49540, 2.35520, -13.82760], [3.52100, 3.16600, -12.69340], [3.13250, 2.65820, -11.45260], [2.29990, 1.96550, -8.56620], [3.39190, 2.04980, -7.69070], [3.48860, 3.09950, -6.78020], [2.48400, 4.06750, -6.72310], [1.39030, 3.98860, -7.58630], [1.29960, 2.94640, -8.50830], [-1.27120, -0.78460, -10.41490], [-0.00220, 1.17440, -10.40010], [-2.36990, -2.29060, -11.10570], [-3.51940, -3.89910, -12.60250], [-2.62390, -6.19920, -12.87950], [-0.56060, -6.87970, -11.67140], [0.61660, -5.24870, -10.21800], [0.36260, -1.03230, -7.00760], [-0.92750, -0.93870, -4.90560], [-2.91760, -2.40010, -4.59410], [-3.61030, -3.93860, -6.42010], [-2.34990, -3.99880, -8.54370], [2.43140, -0.53580, -12.38960], [3.07650, 0.38010, -14.58910], [3.79430, 2.75420, -14.79270], [3.83780, 4.20270, -12.77240], [3.14620, 3.30190, -10.57870], [4.15470, 1.27630, -7.71680], [4.33770, 3.15390, -6.10460], [2.55070, 4.87900, -6.00380], [0.60340, 4.73600, -7.53890], [0.45250, 2.88730, -9.18470], [0.00000, 0.00000, 3.42000], [0.00000, 0.00000, 2.00000], [0.85840, -0.60110, 3.78320], [-0.93980, -0.45050, 3.80070], [0.10570, 1.03890, 3.79510]]}



{"formula": "C36H40GeN2O3Pt", "method": "ωB97M-V with the def2-TZVPD basis set", "e_lumo_ev": [-9.1, -11.4], "homo_lumo_gap_ev": [7.38, 5.06], "homo_energy_ev": [-16.4, -16.4], "total_charge": 3, "spin_multiplicity": 2, "elements": ["Pt", "C", "O", "C", "C", "O", "C", "C", "O", "C", "H", "H", "H", "H", "H", "H", "H", "H", "H", "H", "H", "H", "H", "H", "C", "N", "C", "C", "C", "C", "C", "N", "C", "C", "C", "C", "C", "C", "H", "H", "H", "H", "H", "H", "H", "H", "H", "H", "H", "C", "C", "C", "C", "C", "C", "Ge", "C", "C", "C", "C", "C", "C", "C", "C", "C", "C", "C", "C", "H", "H", "H", "H", "H", "H", "H", "H", "H", "H", "H", "H", "H", "H", "H"], "positions_angstrom": [[-0.13115, 0.79362, 0.41971], [-3.21562, -1.09248, -2.61416], [-2.27561, -0.95337, -1.54501], [-2.89147, -0.98033, -0.27666], [-3.31252, 0.39364, 0.18471], [-2.15546, 1.15366, 0.65807], [-2.28723, 2.58904, 0.54317], [-1.76624, 2.98649, -0.81995], [-0.56687, 2.19750, -1.05686], [0.26887, 2.68878, -2.12139], [-3.76733, -2.03075, -2.51893], [-3.92747, -0.26255, -2.63557], [-2.64798, -1.09709, -3.54037], [-3.77240, -1.63118, -0.27548], [-2.16521, -1.40386, 0.42342], [-3.75511, 0.94042, -0.64895], [-4.01310, 0.35869, 1.01881], [-3.32939, 2.87626, 0.67811], [-1.69488, 3.00917, 1.35535], [-2.46814, 2.74642, -1.62029], [-1.51735, 4.04760, -0.85426], [-0.36582, 3.00328, -2.94831], [0.86636, 3.53058, -1.77052], [0.89504, 1.86259, -2.44808], [-0.83817, -0.84063, 2.92454], [0.19262, -0.44874, 1.94948], [1.42235, -0.80886, 2.15710], [2.38339, -0.25396, 1.27919], [3.80040, -0.21616, 1.24790], [4.12253, 0.68229, 0.27586], [2.87207, 1.17041, -0.29151], [1.85246, 0.59737, 0.30240], [-1.55918, 0.36186, 3.48338], [-0.85833, 1.50909, 3.84263], [-1.53541, 2.60010, 4.37115], [-2.91159, 2.54439, 4.54979], [-3.60933, 1.39178, 4.21105], [-2.93436, 0.30370, 3.67570], [-0.34957, -1.41736, 3.71278], [-1.54143, -1.50422, 2.41853], [1.69143, -1.43671, 2.99847], [4.46655, -0.76433, 1.89486], [5.10310, 1.01220, -0.02854], [2.76023, 1.90770, -1.07204], [0.22049, 1.55552, 3.73628], [-0.98644, 3.48455, 4.66633], [-3.43614, 3.38787, 4.97802], [-4.67652, 1.33493, 4.38015], [-3.47959, -0.60159, 3.42965], [5.08380, -0.00743, -4.47196], [4.07133, -0.31302, -5.37173], [2.93655, -0.97769, -4.93554], [2.79922, -1.32633, -3.58383], [3.83217, -1.01599, -2.68600], [4.96672, -0.36085, -3.13044], [1.29840, -2.33555, -3.02624], [-0.16807, -2.60276, -4.18080], [-0.84419, -3.83034, -4.13370], [-1.84460, -4.10446, -5.05100], [-2.18659, -3.15481, -6.00556], [-1.53344, -1.92663, -6.05036], [-0.51899, -1.65088, -5.15062], [1.22238, -3.05193, -1.26010], [2.37354, -3.43801, -0.56113], [2.26309, -3.99940, 0.70316], [1.00883, -4.17976, 1.27547], [-0.13874, -3.79883, 0.58891], [-0.03762, -3.24104, -0.67702], [5.97916, 0.49047, -4.82030], [4.17790, -0.05514, -6.41656], [2.17916, -1.25492, -5.65676], [3.75499, -1.30514, -1.64522], [5.77979, -0.15106, -2.44752], [-0.58097, -4.57769, -3.39374], [-2.35191, -5.05934, -5.02892], [-2.96336, -3.37484, -6.72608], [-1.80828, -1.19400, -6.79727], [-0.01289, -0.69497, -5.20082], [3.35296, -3.36187, -1.01750], [3.15108, -4.33713, 1.22186], [0.92382, -4.65363, 2.24565], [-1.11359, -3.98277, 1.02398], [-0.92980, -2.95587, -1.22129]]}



{"formula": "C36H40N4", "method": "ωB97M-V with the def2-TZVPD basis set", "e_lumo_ev": -1.2, "homo_lumo_gap_ev": 4.11, "homo_energy_ev": -5.3, "total_charge": 0, "elements": ["C", "N", "C", "C", "C", "C", "C", "C", "C", "C", "C", "C", "C", "C", "N", "C", "C", "C", "C", "C", "C", "C", "C", "N", "C", "C", "C", "C", "C", "C", "H", "H", "H", "H", "H", "H", "H", "H", "H", "H", "H", "H", "H", "H", "H", "H", "H", "H", "H", "H", "H", "H", "H", "H", "H", "H", "H", "H", "H", "H", "H", "H", "C", "C", "C", "N", "C", "C", "C", "C", "C", "C", "H", "H", "H", "H", "H", "H", "H", "H"], "positions_angstrom": [[6.47532, 3.82725, -0.81471], [6.21611, 2.49952, -0.29315], [7.41260, 1.75663, 0.03900], [4.95371, 2.01558, -0.13667], [4.69313, 0.80190, 0.56777], [3.39527, 0.35961, 0.72403], [2.30144, 1.01528, 0.09563], [0.98554, 0.42707, 0.10781], [-0.13821, 1.07836, -0.36288], [-1.48566, 0.69619, -0.12796], [-2.52517, 1.24746, -0.99885], [-2.21379, 1.83464, -2.25837], [-3.19326, 2.36727, -3.08105], [-4.56588, 2.26126, -2.72802], [-5.53843, 2.76508, -3.54916], [-6.88403, 2.22816, -3.58562], [-5.34376, 3.94838, -4.36177], [-4.90294, 1.64964, -1.49417], [-3.89548, 1.26264, -0.62797], [-1.80151, -0.20537, 0.97862], [-0.97238, -0.32799, 2.12059], [-1.26311, -1.20168, 3.15366], [-2.48960, -1.91081, 3.15466], [-2.83476, -2.69495, 4.22593], [-4.20373, -2.85611, 4.66314], [-1.87864, -3.54157, 4.90489], [-3.34965, -1.78529, 2.03775], [-2.96562, -1.01947, 0.95274], [2.56390, 2.24832, -0.55401], [3.84390, 2.75413, -0.63012], [5.71392, 4.54673, -0.49434], [7.44504, 4.16218, -0.42639], [6.51445, 3.83341, -1.91584], [7.19264, 0.72910, 0.33303], [8.08640, 1.73060, -0.83075], [7.94457, 2.25130, 0.86650], [5.50762, 0.22285, 1.00109], [3.20247, -0.53624, 1.32471], [0.89920, -0.55559, 0.58760], [0.01609, 1.92247, -1.03539], [-1.17950, 1.87807, -2.60551], [-2.92984, 2.84471, -4.02628], [-6.92915, 1.25878, -3.07780], [-7.59728, 2.92246, -3.11109], [-7.18812, 2.09162, -4.63572], [-4.36135, 4.39094, -4.17300], [-5.42465, 3.69763, -5.43018], [-6.12027, 4.69249, -4.11921], [-5.95315, 1.55073, -1.20427], [-4.18954, 0.96646, 0.37659], [-0.08596, 0.30311, 2.21730], [-0.59100, -1.27218, 4.00982], [-4.82878, -2.03550, 4.29976], [-4.62937, -3.80542, 4.30692], [-4.22350, -2.85030, 5.76161], [-0.87488, -3.40635, 4.49226], [-1.86232, -3.30925, 5.97796], [-2.16646, -4.59881, 4.79498], [-4.30366, -2.31927, 2.02976], [-3.61112, -1.01897, 0.07324], [1.74838, 2.79808, -1.02642], [3.99597, 3.72805, -1.09835], [-0.26592, -2.53129, -0.97228], [1.12689, -2.06675, -1.13722], [1.43465, -1.23421, -2.22390], [1.65563, -0.50199, -3.12137], [2.20915, -2.66522, -0.40834], [1.99771, -3.40194, 0.79392], [3.08264, -3.87564, 1.52547], [4.39000, -3.68011, 1.06938], [4.61827, -3.01865, -0.14537], [3.54500, -2.49549, -0.86372], [-0.51784, -2.64030, 0.08948], [-0.95612, -1.80908, -1.42528], [-0.41688, -3.50590, -1.46204], [0.98030, -3.58092, 1.13856], [2.90152, -4.41030, 2.45879], [5.23636, -4.05382, 1.64902], [5.63138, -2.89700, -0.53548], [3.73507, -1.94636, -1.79397]]}